[1]
The ion C5H13N4O with charge +1 in a non-equilibrium geometry, computed with ωB97M-V with the def2-TZVPD basis set.

* E_HOMO: -12.71 eV
* charge: +1
* ΔE to the lowest compared entry with this formula, charge and spin: 3.032 eV
* SMILES: CC(C)/C=[NH+]/NC(=O)NN
* E: -13394.489 eV

Atoms and positions in Å:
C -2.722450 0.281757 0.327503
C -1.697538 0.191739 -0.781988
C -1.472096 1.459019 -1.655888
C -0.312009 -0.171322 -0.441796
N 0.113464 -1.333318 -0.033008
N 1.471740 -1.451903 0.282349
C 2.151248 -0.423219 0.998666
O 1.772778 0.680076 1.278529
N 3.454936 -0.779570 1.101226
N 4.235738 -0.071813 2.068235
H -3.182658 -0.680992 0.500716
H -3.558785 0.679707 -0.184475
H -2.359539 0.802148 1.169409
H -2.035926 -0.582129 -1.526081
H -1.430288 2.301422 -1.027618
H -2.328119 1.646476 -2.265035
H -0.563725 1.394183 -2.248558
H 0.467274 0.633116 -0.606789
H -0.474978 -2.132410 -0.031173
H 1.811006 -2.455531 0.126838
H 3.730163 -1.751146 1.106087
H 4.530536 0.895009 1.803121
H 4.191285 -0.355057 3.080649

Forces on atoms 1 to 3 (eV/Å):
-0.1 -1.2 -1.5
0.7 -0.6 -2.4
-0.7 -0.8 0.4

natural (NBO) population analysis, charges in e, atoms 1 to 6:
1 C -0.608
2 C -0.317
3 C -0.594
4 C 0.308
5 N -0.272
6 N -0.489

=====

[2]
The ion C5H13N4OS with charge +1 in a non-equilibrium geometry, computed with ωB97M-V with the def2-TZVPD basis set.

* E_HOMO (alpha / beta): -9.93 / -9.93 eV
* charge: +1
* ΔE to the lowest compared entry with this formula, charge and spin: 1.761 eV
* E: -24228.618 eV

Atoms and positions in Å:
C -1.873621 0.425750 -0.008784
C -0.869107 1.038280 -2.246311
C 0.512737 -2.111913 0.986189
C -0.532693 0.041374 0.577464
C 0.677212 0.469136 -0.431032
N -0.502259 -1.379311 0.657666
N -0.345631 0.697821 1.873681
N 1.320835 1.634787 -0.037215
N 1.355302 -0.547787 -1.129990
O 0.636751 -3.385101 0.586694
S -1.936320 -0.231003 -1.735105
H -2.591213 -0.280600 0.621864
H -2.139310 1.467053 0.059060
H -1.426634 2.031749 -2.187788
H -0.255410 0.821758 -3.158028
H 1.461725 -1.685454 1.648363
H -1.348566 -1.820687 0.288468
H 0.225406 0.107664 2.371605
H -1.179908 1.080576 2.405128
H 2.234388 2.055264 -0.206272
H 0.841557 2.036146 0.784946
H 2.182410 -0.313818 -1.675555
H 0.912654 -1.337264 -1.499567
H 1.167954 -3.893234 1.162792

Forces on atoms 1 to 3 (eV/Å):
-1.7 -3.7 0.4
1.0 0.6 0.5
3.4 -0.1 1.3

natural (NBO) population analysis, charges in e, atoms 1 to 6:
1 C -0.525
2 C -0.774
3 C 0.520
4 C 0.189
5 C 0.466
6 N -0.545

=====

[3]
A cluster of 2 separate species, C5H13NO in total in a non-equilibrium geometry, computed with ωB97M-V with the def2-TZVPD basis set.

* E_HOMO (alpha / beta): -0.08 / -2.72 eV
* 2S+1: 2
* charge: -1
* ΔE to the lowest compared entry with this formula, charge and spin: 4.053 eV
* E: -8928.707 eV

Atoms and positions in Å:
C 0.766136 1.326763 -2.678395
C 1.102662 0.305065 -1.652824
C 1.159273 0.454548 -0.291355
N 1.316013 -0.757964 0.509026
H 0.451738 2.269399 -2.220651
H 1.612397 1.510539 -3.364723
H -0.041734 0.966741 -3.319382
H 1.346575 -0.714693 -1.991033
H 0.916478 1.361708 0.242250
H 1.969514 -1.429202 0.076978
H 1.590900 -0.602021 1.472339
H 0.316147 -1.165291 0.506046
C -1.736240 -0.934531 1.024270
O -2.883836 -1.562639 1.091901
C -1.437809 0.124268 2.154618
H -1.461056 -0.497512 0.025909
H -0.879202 -1.744046 1.183595
H -0.423277 0.552551 2.074678
H -1.524804 -0.405975 3.100327
H -2.159875 0.942292 2.056426

Forces on atoms 1 to 3 (eV/Å):
0.2 -0.3 0.0
0.1 -1.6 -0.8
1.2 1.8 0.9

natural (NBO) population analysis, charges in e, atoms 1 to 6:
1 C -0.618
2 C -0.445
3 C -0.385
4 N -0.729
5 H 0.197
6 H 0.175